Computed, not measured: 3 unconnected molecules or ions with the total composition C5H8N2, with ωB97M-V/def2-TZVPD.

CARTESIAN COORDINATES (ANGSTROEM)
C1 -1.533 1.329 -1.164
N1 -0.585 0.617 -0.578
C2 0.541 0.144 -1.264
C3 1.292 -0.411 -0.279
C4 0.482 -0.386 0.933
C5 0.812 -1.029 2.239
N2 -0.682 0.177 0.738
H1 -1.272 2.099 -1.875
H2 -2.489 1.380 -0.650
H3 -1.168 0.413 -2.814
H4 -0.314 0.231 -2.606
H5 2.216 -0.963 -0.395
H6 1.735 -0.613 2.656
H7 0.967 -2.106 2.106
H8 -0.003 -0.881 2.951

For the lowest unoccupied orbital energy (spin up / spin down), the calculation gives -0.922 / -0.923 eV. The orbital gap (spin up / spin down) is 7.4 / 7.4 eV.